# 1
C55H51AsCl2N9O4ReS3 as an isolated structure at a distorted geometry. Source: the Open Molecules 2025 dataset; level of theory: ωB97M-V/def2-TZVPD.

CARTESIAN COORDINATES (ANGSTROEM)
Re  -0.79  0.66  -0.20
N  -1.57  3.95  1.29
C  -2.50  3.24  0.65
N  -2.26  2.21  -0.15
C  -3.44  1.78  -0.79
C  -4.54  2.45  -0.44
S  -4.17  3.70  0.70
C  -3.26  0.75  -1.80
C  -4.08  0.30  -2.76
S  -3.22  -0.71  -3.87
C  -1.77  -0.47  -2.99
N  -1.95  0.26  -1.90
N  -0.58  -1.00  -3.35
H  -0.63  3.60  1.32
H  -1.85  4.62  1.99
H  -5.55  2.30  -0.79
H  -5.13  0.49  -2.91
H  -0.52  -1.38  -4.28
H  0.25  -0.53  -3.03
Cl  -3.48  -5.80  4.08
C  -1.80  -5.39  4.05
C  -0.93  -6.29  4.64
C  0.40  -5.96  4.86
C  0.85  -4.70  4.50
C  -0.02  -3.82  3.90
Cl  0.57  -2.23  3.49
C  -1.35  -4.13  3.60
N  -2.15  -3.15  3.00
C  -3.16  -3.23  2.03
C  -3.29  -4.35  1.20
C  -4.33  -4.44  0.28
C  -5.26  -3.42  0.18
C  -5.09  -2.28  0.95
C  -4.03  -2.14  1.85
C  -3.84  -0.82  2.55
C  -2.72  0.05  1.98
O  -2.45  1.14  2.44
O  -2.14  -0.43  0.88
H  -1.31  -7.25  4.97
H  1.06  -6.67  5.33
H  1.88  -4.41  4.68
H  -1.85  -2.21  3.22
H  -2.58  -5.15  1.29
H  -4.42  -5.32  -0.34
H  -6.10  -3.50  -0.49
H  -5.80  -1.46  0.86
H  -3.69  -0.92  3.62
H  -4.73  -0.20  2.41
O  0.34  1.12  1.49
S  1.33  2.23  1.94
C  2.98  1.65  1.60
C  4.01  2.57  1.73
C  5.30  2.16  1.44
C  5.54  0.86  1.02
C  4.49  -0.04  0.91
C  3.20  0.35  1.20
C  1.24  2.09  3.72
C  -0.03  2.25  4.27
C  -0.17  2.26  5.64
C  0.95  2.14  6.46
C  2.21  1.96  5.90
C  2.37  1.94  4.53
H  3.81  3.58  2.06
H  6.12  2.86  1.56
H  6.55  0.55  0.78
H  4.69  -1.07  0.60
H  2.37  -0.34  1.12
H  -0.90  2.31  3.62
H  -1.15  2.38  6.08
H  0.84  2.18  7.54
H  3.07  1.83  6.54
H  3.35  1.80  4.11
C  0.31  -5.92  0.38
C  0.88  -5.69  -1.01
C  2.39  -5.49  -0.97
C  0.15  -4.55  -1.73
N  0.39  -3.20  -1.18
C  -0.45  -2.39  -0.55
N  0.16  -1.21  -0.44
N  1.39  -1.34  -1.01
N  1.52  -2.52  -1.45
H  0.77  -6.79  0.84
H  -0.77  -6.10  0.34
H  0.51  -5.06  1.04
H  0.66  -6.57  -1.62
H  2.66  -4.59  -0.41
H  2.81  -5.41  -1.98
H  2.86  -6.34  -0.49
H  -0.92  -4.71  -1.72
H  0.50  -4.50  -2.76
H  -1.44  -2.63  -0.18
O  0.63  1.63  -1.31
As  0.93  2.75  -2.57
C  -0.52  2.76  -3.81
C  -0.36  2.14  -5.06
C  -1.44  2.09  -5.93
C  -2.66  2.65  -5.56
C  -2.81  3.26  -4.32
C  -1.74  3.31  -3.44
C  1.20  4.47  -1.78
C  2.25  4.57  -0.87
C  2.53  5.79  -0.29
C  1.76  6.90  -0.62
C  0.72  6.80  -1.53
C  0.43  5.58  -2.13
C  2.55  2.16  -3.39
C  3.08  2.90  -4.44
C  4.29  2.50  -5.00
C  4.94  1.38  -4.50
C  4.41  0.66  -3.45
C  3.20  1.04  -2.88
H  0.60  1.74  -5.34
H  -1.32  1.63  -6.90
H  -3.49  2.61  -6.25
H  -3.76  3.71  -4.05
H  -1.85  3.79  -2.47
H  2.85  3.69  -0.65
H  3.36  5.89  0.39
H  1.98  7.86  -0.17
H  0.13  7.67  -1.79
H  -0.35  5.50  -2.86
H  2.56  3.78  -4.81
H  4.72  3.07  -5.81
H  5.89  1.08  -4.94
H  4.94  -0.21  -3.07
H  2.77  0.49  -2.05

Values from the calculation:
HOMO-LUMO gap (alpha / beta) ... 6.50 / 4.66 eV
Highest occupied orbital energy (alpha / beta) ... -13.41 / -13.41 eV
Multiplicity ... 4
Total charge ... +3



# 2
C55H52AuCl5O2PS2Te as an isolated structure at a distorted geometry. Source: the Open Molecules 2025 dataset; level of theory: ωB97M-V/def2-TZVPD.

CARTESIAN COORDINATES (ANGSTROEM)
Au  -1.01  1.41  0.56
C  8.07  1.99  -0.32
C  6.64  1.56  -0.25
C  5.81  1.97  0.78
C  4.48  1.59  0.83
C  3.97  0.78  -0.16
C  4.78  0.34  -1.20
C  6.11  0.74  -1.24
S  2.25  0.19  -0.27
O  1.39  1.37  -0.55
C  2.03  -0.09  1.50
C  1.74  0.98  2.35
C  1.67  0.78  3.69
C  1.84  -0.52  4.23
C  1.81  -0.74  5.62
C  1.91  -2.01  6.13
C  2.02  -3.11  5.26
C  2.08  -2.92  3.91
C  2.02  -1.63  3.36
C  2.14  -1.38  1.96
C  2.29  -2.51  1.02
C  3.40  -3.40  1.10
C  4.53  -3.11  1.90
C  5.58  -3.98  1.96
C  5.56  -5.17  1.22
C  4.49  -5.46  0.42
C  3.39  -4.58  0.32
C  2.29  -4.86  -0.51
C  1.27  -3.96  -0.65
C  1.29  -2.78  0.10
S  0.03  -1.50  -0.19
O  -1.31  -2.13  0.00
C  0.22  -1.42  -1.99
C  -0.90  -1.04  -2.70
C  -0.83  -0.83  -4.07
C  0.38  -0.98  -4.74
C  0.50  -0.70  -6.20
C  1.50  -1.38  -4.01
C  1.43  -1.60  -2.65
H  8.29  2.75  0.43
H  8.29  2.40  -1.31
H  8.73  1.14  -0.16
H  6.19  2.61  1.56
H  3.85  1.93  1.64
H  4.37  -0.28  -1.97
H  6.74  0.41  -2.06
H  1.59  1.96  1.91
H  1.47  1.59  4.37
H  1.69  0.10  6.28
H  1.89  -2.17  7.19
H  2.06  -4.10  5.67
H  2.16  -3.78  3.25
H  4.55  -2.19  2.47
H  6.44  -3.75  2.57
H  6.39  -5.85  1.29
H  4.47  -6.37  -0.17
H  2.27  -5.79  -1.06
H  0.44  -4.14  -1.31
H  -1.84  -0.93  -2.18
H  -1.71  -0.54  -4.61
H  -0.46  -0.43  -6.63
H  0.90  -1.57  -6.73
H  1.19  0.13  -6.37
H  2.44  -1.52  -4.52
H  2.30  -1.93  -2.11
Cl  -3.56  1.59  -2.52
C  -4.31  2.27  -1.13
C  -4.15  1.55  0.04
C  -4.63  2.11  1.22
Cl  -4.26  1.21  2.62
C  -5.27  3.33  1.24
Cl  -5.83  4.00  2.72
C  -5.44  4.03  0.04
Cl  -6.22  5.56  0.04
C  -4.94  3.50  -1.16
Cl  -5.06  4.40  -2.62
C  -8.19  -4.61  -0.04
C  -7.02  -3.67  -0.02
C  -6.31  -3.44  1.14
C  -5.21  -2.59  1.16
C  -4.43  -2.38  2.42
C  -4.84  -1.96  -0.03
Te  -3.10  -0.28  0.18
C  -5.52  -2.19  -1.21
C  -5.07  -1.60  -2.51
C  -6.61  -3.05  -1.19
H  -8.40  -5.01  0.95
H  -8.00  -5.44  -0.71
H  -9.08  -4.10  -0.40
H  -6.60  -3.93  2.06
H  -4.58  -3.21  3.11
H  -4.76  -1.46  2.92
H  -3.37  -2.29  2.19
H  -4.15  -1.02  -2.35
H  -5.84  -0.95  -2.93
H  -4.86  -2.39  -3.23
H  -7.14  -3.25  -2.12
C  2.42  4.39  -0.28
C  1.08  4.82  0.30
P  -0.32  3.66  -0.09
C  -1.81  4.61  0.47
C  -1.80  6.14  0.45
C  -0.41  3.63  -1.93
C  -0.80  4.93  -2.63
H  3.21  5.01  0.14
H  2.44  4.51  -1.36
H  2.64  3.36  -0.05
H  0.80  5.81  -0.08
H  1.12  4.88  1.39
H  -2.02  4.28  1.49
H  -2.63  4.22  -0.15
H  -1.12  6.53  1.19
H  -2.80  6.49  0.69
H  -1.53  6.54  -0.53
H  -1.14  2.86  -2.17
H  0.56  3.27  -2.26
H  -1.83  5.20  -2.38
H  -0.74  4.78  -3.71
H  -0.14  5.75  -2.37

Values from the calculation:
HOMO-LUMO gap ... 6.29 eV
Highest occupied orbital energy ... -9.74 eV
Multiplicity ... 1
Total charge ... +1